# 1
Entry from OMol25: a structure of composition C23H16N4O6PtS2 (ωB97M-V/def2-TZVPD).

## Properties
Total charge: -2
Kohn-Sham gap (alpha / beta), eV: 5.32 / 5.32
HOMO level (alpha / beta), Ha: -0.046 / -0.046
LUMO energy (alpha / beta), hartree: 0.14956 / 0.14955

Geometry (Å):
Pt -0.79511 0.51751 0.51698
O 4.52722 3.21370 0.45776
C 3.56196 2.62296 0.03132
C 2.28889 3.22912 -0.52693
O 2.17870 4.31582 -1.05742
C 1.27298 2.18699 -0.30663
C 1.90167 0.98386 0.06040
O 1.23152 -0.07482 0.36922
C 3.34860 1.12719 0.01169
O 4.20938 0.25953 -0.05916
O 0.00394 2.28738 -0.39897
S -2.98987 1.27279 0.55580
C -2.77328 2.73478 1.51373
C -3.67750 3.77516 1.32847
C -3.61861 4.95396 2.06360
C -4.58761 5.98928 1.83361
N -5.38367 6.79981 1.64069
C -2.59971 5.10406 3.01788
C -1.69292 4.07430 3.21207
C -1.75684 2.86705 2.49479
S -0.65511 1.58192 2.87598
C -2.51568 6.29487 3.82438
N -2.45507 7.23243 4.48934
H -4.46043 3.65809 0.58823
H -0.91190 4.18280 3.95196
C 0.61379 -4.30095 -4.20519
C 1.65801 -4.31434 -3.09395
N 1.24124 -3.56506 -1.91423
C 1.89675 -2.27259 -1.65872
C 1.47645 -1.17701 -2.62623
C 0.34860 -4.15914 -1.09185
O -0.07774 -5.29533 -1.29023
C -0.10860 -3.36804 0.09838
C 0.20418 -3.78398 1.37788
C -0.24892 -3.03011 2.45276
C -0.96647 -1.87745 2.20906
N -1.29905 -1.48163 0.97431
C -0.90608 -2.24171 -0.05789
H 0.99768 -4.81343 -5.09075
H 0.35844 -3.27603 -4.47790
H -0.28827 -4.81020 -3.86899
H 2.59110 -3.87358 -3.44497
H 1.84824 -5.34553 -2.79491
H 2.97597 -2.43011 -1.72900
H 1.69286 -1.94201 -0.64364
H 1.80498 -1.39076 -3.64845
H 1.92309 -0.23364 -2.30912
H 0.39155 -1.05177 -2.62410
H 0.79436 -4.68064 1.52283
H -0.01911 -3.31447 3.47052
H -1.29223 -1.22061 3.00806
H -1.26240 -1.94039 -1.03242

# 2
Entry from OMol25: a structure of composition C23H17AgBr2N6S (ωB97M-V/def2-TZVPD).

## Properties
Total charge: 0
Kohn-Sham gap, eV: 6.19
HOMO level, Ha: -0.255
LUMO energy, hartree: -0.02715

Geometry (Å):
Ag -0.57708 -0.13857 1.26047
N 2.81142 0.66973 4.10457
C 1.98732 0.31223 3.10177
S 0.40772 -0.16507 3.58167
N 2.51372 0.34583 1.89817
N 1.69712 0.14913 0.86587
C 2.18072 0.06513 -0.33633
C 3.62172 0.09123 -0.64963
C 4.50002 -0.78277 -0.01763
C 5.84232 -0.79137 -0.35193
C 6.32852 0.08383 -1.30953
C 5.46512 0.97813 -1.91983
C 4.12162 0.98163 -1.59653
C 1.21952 -0.08747 -1.42143
C 1.60312 -0.60167 -2.66723
C 0.64372 -0.77547 -3.64493
C -0.66948 -0.41567 -3.37173
C -0.95858 0.09793 -2.11603
N -0.05248 0.24983 -1.16443
H 2.52022 0.53763 5.05567
H 3.76512 0.90183 3.88857
H 4.11812 -1.47457 0.71717
H 6.50992 -1.49017 0.13097
H 7.37512 0.07053 -1.57723
H 5.83732 1.67173 -2.65823
H 3.44942 1.67613 -2.07833
H 2.63142 -0.87167 -2.84633
H 0.91922 -1.18267 -4.60643
H -1.44208 -0.53707 -4.11493
H -1.96458 0.39993 -1.84983
Br -6.36898 -3.88197 1.12407
C -4.78998 -2.84587 0.88427
C -3.55588 -3.47827 0.76027
C -2.44398 -2.67197 0.61307
N -2.48248 -1.34747 0.60937
C -3.67838 -0.73467 0.71937
C -4.86518 -1.46787 0.83947
C -3.64168 0.72643 0.74217
C -4.78598 1.53413 0.74137
C -4.62478 2.90383 0.80447
Br -6.14998 4.04063 0.83617
C -3.34908 3.46133 0.84227
C -2.28068 2.58443 0.82227
N -2.41438 1.27073 0.78547
H -3.46318 -4.55347 0.78387
H -1.46428 -3.11037 0.47687
H -5.82268 -0.97947 0.91337
H -5.77388 1.10603 0.68807
H -3.18828 4.52613 0.88857
H -1.26138 2.94973 0.81897

# 3
Entry from OMol25: a structure of composition C23H17BCrIN5O4 (ωB97M-V/def2-TZVPD).

## Properties
Total charge: -1
<S²>: 0.883
Kohn-Sham gap (alpha / beta), eV: 7.61 / 7.49
HOMO level (alpha / beta), Ha: -0.187 / -0.183
LUMO energy (alpha / beta), hartree: 0.09283 / 0.09247
Spin multiplicity: 2

Geometry (Å):
Cr 0.19441 0.37170 0.35918
O 4.17526 0.55850 1.07572
C 2.97609 0.73501 0.97520
O 2.01961 -0.11667 1.17123
C 2.44367 2.14910 0.75879
C 3.13140 3.34670 0.83010
C 2.37623 4.51717 0.83876
C 0.98296 4.48020 0.83657
C 0.38447 3.23637 0.76530
N 1.13092 2.15766 0.66514
C -1.07786 2.87076 0.98767
O -1.90476 3.75450 1.10430
O -1.23087 1.59740 1.17905
H 4.20960 3.33616 0.91181
H 2.88165 5.47398 0.90548
H 0.36584 5.36391 0.92168
I -0.02244 -0.05292 3.66728
C -0.95165 -1.84205 3.16903
C -1.33140 -2.59140 4.24616
C -1.97232 -3.83621 4.06217
C -2.20450 -4.27660 2.79943
C -1.81495 -3.51290 1.66713
C -2.08458 -4.04450 0.38234
C -1.72541 -3.34046 -0.71897
C -1.09393 -2.08284 -0.57800
C -0.78587 -1.48112 0.62722
C -1.16614 -2.24401 1.80290
H -1.14039 -2.23143 5.24763
H -2.26934 -4.42328 4.92309
H -2.69359 -5.22896 2.62335
H -2.57596 -5.00870 0.30559
H -1.92479 -3.73320 -1.71040
H -0.84004 -1.56801 -1.49449
B 0.81196 1.63882 -2.79308
N 1.50069 0.27878 -2.47037
C 2.32743 -0.44421 -3.22714
C 2.69859 -1.58102 -2.52964
C 2.02883 -1.46980 -1.31483
N 1.31025 -0.34893 -1.28716
N -0.68859 1.39621 -2.45118
C -1.76875 1.65452 -3.19145
C -2.89739 1.27734 -2.48519
C -2.39688 0.77541 -1.28607
N -1.06871 0.85118 -1.27214
H 1.27815 2.53907 -2.11701
H 0.90717 1.84479 -3.98712
H 2.58334 -0.09492 -4.21415
H 3.36096 -2.36812 -2.84731
H 2.03648 -2.11124 -0.45004
H -1.64817 2.08185 -4.17363
H -3.92734 1.35807 -2.78813
H -2.90933 0.38836 -0.42181

The calculation returns the following max |F| values, one per record and in order: 1.16 1.55 1.04 eV/A.